Entry 1:
C24H26BF5N10O4S3Ti as an isolated structure at a distorted geometry, computed with ωB97M-V/def2-TZVPD.

```
74
C24H26BF5N10O4S3Ti (ωB97M-V/def2-TZVPD)
Ti 0.309 -0.302 -0.005
C 1.231 -0.950 -3.490
C 1.815 0.172 -2.719
C 2.780 1.043 -3.171
C 2.991 1.954 -2.148
N 2.188 1.656 -1.140
N 1.452 0.539 -1.453
B 2.064 2.231 0.280
N 0.546 2.490 0.560
C 0.024 3.684 0.825
C -1.217 3.504 1.393
C -1.409 2.132 1.461
C -2.573 1.490 2.134
N -0.345 1.507 0.909
N 2.533 1.113 1.256
C 3.651 0.977 1.969
C 3.574 -0.184 2.713
C 2.350 -0.754 2.392
C 1.743 -1.993 2.957
N 1.720 0.035 1.497
N 2.827 3.517 0.452
C 3.211 4.109 1.615
C 3.483 5.420 1.352
C 3.212 5.577 -0.029
C 3.290 6.827 -0.850
N 2.803 4.439 -0.563
H 1.577 -0.893 -4.517
H 1.526 -1.912 -3.081
H 0.141 -0.910 -3.475
H 3.268 1.012 -4.132
H 3.637 2.813 -2.085
H 0.568 4.589 0.596
H -1.899 4.263 1.743
H -3.156 2.268 2.623
H -3.218 0.982 1.423
H -2.250 0.783 2.898
H 4.442 1.709 1.897
H 4.309 -0.570 3.401
H 2.524 -2.631 3.367
H 1.059 -1.736 3.764
H 1.191 -2.558 2.211
H 3.250 3.561 2.545
H 3.842 6.167 2.044
H 4.134 7.445 -0.543
H 3.396 6.581 -1.905
H 2.383 7.422 -0.728
O 0.264 -3.407 -1.941
S -0.046 -2.706 -0.754
O -0.761 -3.388 0.276
O -0.776 -1.316 -1.055
O 1.188 -1.971 -0.137
F -3.402 -4.003 4.353
C -3.441 -3.294 3.248
C -2.367 -2.485 2.907
F -1.300 -2.453 3.693
C -2.418 -1.728 1.765
F -1.266 -1.023 1.548
C -3.516 -1.731 0.899
S -3.732 -0.690 -0.437
C -4.559 -2.614 1.257
F -5.619 -2.719 0.486
C -4.540 -3.363 2.413
F -5.559 -4.144 2.731
C -2.124 4.835 -4.462
N -1.546 3.811 -3.606
C -2.207 2.751 -3.131
N -3.497 2.632 -3.487
S -1.452 1.613 -2.133
H -1.361 5.574 -4.682
H -2.957 5.340 -3.969
H -2.469 4.413 -5.409
H -0.584 3.878 -3.323
H -3.949 3.271 -4.118
H -4.005 1.833 -3.159
```

Output
Multiplicity: 2
Charge: +1
F_max in hartree/bohr: 0.0444
Highest occupied orbital energy (spin up / spin down) in Eh: -0.3949 / -0.3936
Orbital gap (spin up / spin down) in Ha: 0.2331 / 0.2110

Mulliken atomic charge list, values in e, 6 entries: atom 1 (Ti): -0.579, atom 2 (C): -1.503, atom 3 (C): 0.698, atom 4 (C): -1.883, atom 5 (C): 0.122, atom 6 (N): 0.529



Entry 2:
A 2-piece molecular cluster, C2H3NO overall at a distorted geometry, computed with ωB97M-V/def2-TZVPD.

```
7
C2H3NO (ωB97M-V/def2-TZVPD)
C 1.391 -0.132 2.179
C 1.143 0.241 1.026
N -0.974 -0.157 -1.048
O 0.864 0.734 -0.028
H 1.824 -0.605 3.011
H -0.454 -0.232 -1.918
H -1.454 0.738 -1.044
```

Output
Multiplicity: 1
Charge: 0
F_max in hartree/bohr: 0.0707
Highest occupied orbital energy (spin up / spin down) in Eh: -0.3312 / -0.3312
Orbital gap (spin up / spin down) in Ha: 0.2191 / 0.2192

natural (NBO) atomic charge list, values in e, 6 entries: atom 1 (C): -0.335, atom 2 (C): 0.385, atom 3 (N): -0.517, atom 4 (O): -0.422, atom 5 (H): 0.234, atom 6 (H): 0.327



Entry 3:
C29H38AsN4NaO4S4 as an isolated structure, computed with ωB97M-V/def2-TZVPD.

```
81
C29H38AsN4NaO4S4 (ωB97M-V/def2-TZVPD)
Na -0.651 0.044 0.012
C -1.572 1.208 3.762
C -0.140 0.681 3.693
S -0.169 -0.940 2.890
C 1.537 -1.523 3.042
C 1.614 -2.974 2.577
S 1.428 -3.118 0.769
C 0.070 -4.309 0.487
C -0.996 -3.756 -0.463
S -1.809 -2.424 0.431
C -4.201 -0.242 0.815
C -3.498 -0.089 2.163
S -2.397 1.355 2.141
H -1.566 2.203 4.206
H -2.183 0.568 4.400
H 0.268 0.595 4.703
H 0.493 1.365 3.123
H 1.854 -1.452 4.085
H 2.203 -0.898 2.445
H 0.863 -3.591 3.071
H 2.594 -3.374 2.836
H -0.383 -4.553 1.449
H 0.495 -5.224 0.077
H -1.702 -4.543 -0.729
H -0.550 -3.368 -1.380
H -4.894 -1.088 0.883
H -4.784 0.657 0.606
H -2.932 -0.985 2.414
H -4.262 0.075 2.925
O -3.323 -0.419 -0.284
C -3.123 -1.766 -0.700
C -2.790 -1.896 -2.150
C -3.459 -2.873 -2.859
C -3.178 -3.111 -4.196
C -2.228 -2.338 -4.864
C -1.561 -1.357 -4.181
C -1.781 -1.094 -2.791
O -1.103 -0.211 -2.182
N -3.883 -4.157 -4.896
O -3.635 -4.331 -6.079
O -4.694 -4.828 -4.272
H -4.055 -2.312 -0.525
H -4.221 -3.475 -2.380
H -2.035 -2.528 -5.910
H -0.821 -0.746 -4.682
C 1.841 -1.871 -2.656
As 2.033 -0.313 -1.490
C 3.912 -0.629 -0.999
C 2.377 0.974 -2.927
H 2.638 -1.871 -3.401
H 0.874 -1.827 -3.157
H 1.907 -2.789 -2.074
H 4.499 -0.897 -1.878
H 3.965 -1.445 -0.277
H 4.343 0.266 -0.550
H 3.175 0.610 -3.574
H 2.656 1.945 -2.517
H 1.463 1.088 -3.508
C 0.331 3.952 -2.146
C -0.123 2.723 -1.694
N -0.194 2.425 -0.394
C 0.185 3.343 0.484
C 0.713 4.584 0.135
C 0.759 4.890 -1.222
C 1.166 5.542 1.160
C 1.840 5.269 2.278
C 2.364 3.961 2.727
C 2.969 3.036 1.880
C 3.427 1.865 2.450
N 3.320 1.609 3.755
C 2.759 2.569 4.479
N 2.280 3.727 4.041
H 0.353 4.165 -3.206
H -0.443 1.936 -2.369
H 0.066 3.088 1.532
H 1.131 5.854 -1.547
H 0.896 6.578 0.986
H 2.024 6.072 2.982
H 3.076 3.223 0.821
H 3.895 1.097 1.844
H 2.686 2.393 5.547
```

Output
Multiplicity: 1
Charge: 0
F_max in hartree/bohr: 0.0087
Highest occupied orbital energy in Eh: -0.2671
Orbital gap in Ha: 0.2497

Mulliken atomic charge list, values in e, 6 entries: atom 1 (Na): 0.593, atom 2 (C): -1.272, atom 3 (C): 0.544, atom 4 (S): 0.205, atom 5 (C): -0.315, atom 6 (C): -1.163



Entry 4:
C6H7EuLiO6 as an isolated structure at a distorted geometry, computed with ωB97M-V/def2-TZVPD.

```
21
C6H7EuLiO6 (ωB97M-V/def2-TZVPD)
Eu 2.333 2.658 -1.100
O 0.485 1.155 -1.069
O 1.093 -1.069 -0.625
C 2.488 -1.276 -0.828
C 3.106 -0.420 0.264
O 2.187 0.685 0.329
C 0.875 0.227 -0.193
H 2.700 -2.344 -0.718
H 2.785 -0.938 -1.832
H 4.103 -0.040 0.022
H 3.122 -0.929 1.236
Li -5.958 0.199 -0.780
O -4.475 1.530 -0.169
O -2.554 0.765 0.763
C -1.598 -0.025 0.512
C -0.223 0.315 0.852
O -4.289 -0.667 0.175
C -3.917 0.495 0.148
H -1.864 -1.035 0.170
H -0.250 1.328 1.290
H -0.150 -0.612 1.553
```

Output
Multiplicity: 8
Charge: +2
F_max in hartree/bohr: 0.0576
Highest occupied orbital energy (spin up / spin down) in Eh: -0.6058 / -0.6121
Orbital gap (spin up / spin down) in Ha: 0.3217 / 0.3341

Mulliken atomic charge list, values in e, 6 entries: atom 1 (Eu): 1.670, atom 2 (O): -0.952, atom 3 (O): -0.404, atom 4 (C): -0.323, atom 5 (C): -0.344, atom 6 (O): -0.585



Entry 5:
One molecule with the formula C5H10Cl2Si at a distorted geometry, computed with ωB97M-V/def2-TZVPD.

```
18
C5H10Cl2Si (ωB97M-V/def2-TZVPD)
C -2.193 -0.259 0.222
C -1.022 0.680 0.626
C -1.888 -0.861 -1.083
C 0.338 0.108 1.145
C 2.880 0.641 -0.761
Si 1.407 -0.528 -0.283
Cl 2.723 2.098 0.132
Cl 2.247 -2.421 -0.146
H -2.563 -0.950 0.924
H -3.012 0.441 0.246
H -0.953 1.225 -0.357
H -1.449 1.334 1.457
H -2.017 -1.958 -1.348
H -1.931 -0.389 -2.087
H 0.800 0.838 1.684
H 0.048 -0.791 1.792
H 3.636 0.063 -0.327
H 2.949 0.731 -1.837
```

Output
Multiplicity: 3
Charge: 0
F_max in hartree/bohr: 0.0902
Highest occupied orbital energy (spin up / spin down) in Eh: -0.2497 / -0.3650
Orbital gap (spin up / spin down) in Ha: 0.2815 / 0.3256

natural (NBO) atomic charge list, values in e, 6 entries: atom 1 (C): -0.502, atom 2 (C): -0.371, atom 3 (C): -0.299, atom 4 (C): -0.901, atom 5 (C): -0.861, atom 6 (Si): 1.207



Entry 6:
One molecule with the formula C4H11NO at a distorted geometry, computed with ωB97M-V/def2-TZVPD.

```
17
C4H11NO (ωB97M-V/def2-TZVPD)
C 0.456 -0.348 -0.660
N -0.076 -0.812 0.603
C 0.478 -0.570 1.876
O -0.213 0.447 2.639
C -0.534 0.533 -1.434
C -0.065 0.777 -2.855
H 0.624 -1.193 -1.328
H 1.344 0.188 -0.433
H -0.816 -1.493 0.592
H 0.358 -1.473 2.475
H 1.506 -0.265 1.855
H -0.950 0.790 2.114
H -1.407 -0.138 -1.478
H -1.005 1.388 -0.985
H -0.067 -0.126 -3.475
H 0.961 1.139 -2.868
H -0.644 1.463 -3.464
```

Output
Multiplicity: 1
Charge: 0
F_max in hartree/bohr: 0.0418
Highest occupied orbital energy in Eh: -0.3258
Orbital gap in Ha: 0.3654
SMILES string: CCCNCO

natural (NBO) atomic charge list, values in e, 6 entries: atom 1 (C): -0.196, atom 2 (N): -0.665, atom 3 (C): 0.096, atom 4 (O): -0.758, atom 5 (C): -0.411, atom 6 (C): -0.617



Entry 7:
C32H23AsCuI2N3OS2 as an isolated structure, computed with ωB97M-V/def2-TZVPD.

```
65
C32H23AsCuI2N3OS2 (ωB97M-V/def2-TZVPD)
Cu -0.550 -1.448 0.821
I -5.949 -1.415 1.196
C -4.581 -2.989 1.156
C -5.036 -4.308 1.205
C -4.166 -5.368 1.193
I -4.958 -7.305 1.291
C -2.764 -5.148 1.116
C -1.771 -6.153 1.121
C -0.450 -5.810 1.055
C -0.088 -4.456 0.951
N -0.994 -3.505 0.928
C -2.307 -3.813 1.036
C -3.214 -2.649 1.093
O -2.748 -1.483 1.082
H -6.101 -4.490 1.259
H -2.070 -7.192 1.188
H 0.326 -6.563 1.079
H 0.950 -4.143 0.917
S 2.452 -2.564 2.711
C 2.146 0.297 1.743
C 2.914 1.065 2.728
C 2.988 2.319 1.970
C 3.141 2.677 -0.646
C 2.129 1.949 -1.197
C 1.564 0.744 -0.660
As -0.250 0.323 -0.649
C -0.669 0.432 -2.572
C 0.285 -0.042 -3.469
C 0.038 -0.037 -4.835
C -1.172 0.441 -5.326
C -2.127 0.916 -4.438
C -1.876 0.912 -3.070
C -1.319 1.859 -0.052
C -0.736 3.108 0.144
C -1.504 4.178 0.584
C -2.859 4.009 0.842
C -3.439 2.759 0.675
C -2.671 1.686 0.239
H 3.047 0.842 3.776
H 2.976 3.219 2.585
H 3.506 3.517 -1.233
H 1.691 2.363 -2.109
H 1.236 -0.390 -3.080
H 0.795 -0.404 -5.519
H -1.365 0.447 -6.392
H -3.072 1.297 -4.807
H -2.629 1.294 -2.391
H 0.326 3.234 -0.028
H -1.038 5.145 0.738
H -3.455 4.845 1.191
H -4.488 2.606 0.904
H -3.117 0.699 0.162
C 4.574 3.871 0.941
C 3.885 2.515 0.692
C 4.998 1.472 0.699
C 4.811 0.179 0.386
N 3.634 -0.223 -0.176
C 2.485 0.160 0.281
S 1.107 -1.019 2.433
N 1.670 1.645 2.147
H 5.285 4.080 0.138
H 5.118 3.862 1.889
H 3.835 4.676 0.970
H 5.985 1.800 1.012
H 5.637 -0.526 0.382
```

Output
Multiplicity: 1
Charge: -2
F_max in hartree/bohr: 0.0071
Highest occupied orbital energy in Eh: -0.0410
Orbital gap in Ha: 0.1653

natural (NBO) atomic charge list, values in e, 6 entries: atom 1 (Cu): 0.762, atom 2 (I): 0.079, atom 3 (C): -0.307, atom 4 (C): -0.221, atom 5 (C): -0.256, atom 6 (I): 0.051



Entry 8:
One molecule with the formula C11H12O4 at a distorted geometry, computed with ωB97M-V/def2-TZVPD.

```
27
C11H12O4 (ωB97M-V/def2-TZVPD)
C 0.076 2.032 -0.338
C 2.397 0.635 0.120
C -2.538 0.839 0.219
C 2.387 -0.618 -0.784
C -2.347 -0.355 -0.788
C 1.312 0.417 1.154
C -1.299 0.640 1.113
C 1.339 -1.477 -0.045
C -1.304 -1.246 -0.028
C 0.051 1.075 0.534
C 0.017 -1.350 -0.861
O 0.024 3.040 -0.924
O -0.003 -1.563 -2.036
O 1.237 -0.992 1.311
O -1.234 -0.732 1.241
H 3.415 0.626 0.723
H 2.439 1.640 -0.356
H -2.517 1.900 -0.249
H -3.529 0.702 0.893
H 2.160 -0.493 -1.843
H 3.341 -1.051 -0.530
H -3.356 -0.768 -1.135
H -2.045 0.041 -1.763
H 1.442 0.854 2.111
H -1.374 1.038 2.192
H 1.708 -2.524 0.070
H -1.803 -2.309 -0.001
```

Output
Multiplicity: 1
Charge: 0
F_max in hartree/bohr: 0.0769
Highest occupied orbital energy in Eh: -0.3320
Orbital gap in Ha: 0.3558
SMILES string: O=C=C1[C@@H]2CC[C@@H](O2)C(=O)[C@@H]2CC[C@H]1O2

natural (NBO) atomic charge list, values in e, 6 entries: atom 1 (C): 0.736, atom 2 (C): -0.425, atom 3 (C): -0.429, atom 4 (C): -0.447, atom 5 (C): -0.454, atom 6 (C): 0.102



Calculated energy above the lowest of the compared OMol25 structures with the same formula, charge and spin in order - 39.39 145.47 13.39 0.00 0.00 31.06 1.15 75.93 kcal per mole
Calculated E in order - -4346.86969 -207.76585 -5638.62329 -1401.59785 -1406.28093 -288.96751 -6740.67795 -727.21421 a.u.